1.
DFT (wB97M-V/def2-TZVPD) results for a 5-piece molecular cluster, C31H61ClNO18S overall.

```
113
Properties=species:S:1:pos:R:3:mulliken_charge:R:1
C -1.511 0.862 -0.487 -1.0970
C -0.191 0.077 -0.415 0.0484
O -0.143 -0.865 0.635 -0.2043
C -0.448 -2.199 0.212 -1.3255
C -1.932 -2.390 0.043 1.1691
C -2.331 -3.853 -0.269 -1.2753
C -2.911 -4.006 -1.693 -0.0355
C -4.446 -4.187 -1.775 -1.7413
C -4.988 -3.262 -2.893 1.4191
C -4.830 -1.796 -2.513 -0.1691
C -5.229 -1.499 -1.087 -0.9059
C -6.715 -1.705 -0.806 -1.3849
S -7.791 -0.500 -1.593 1.3700
O -8.512 0.146 -0.540 -0.7214
O -7.081 0.417 -2.411 -0.6333
O -8.844 -1.304 -2.438 -0.4335
N -4.238 -3.655 -4.115 -0.1573
C -4.497 -2.808 -5.301 -0.4475
C -3.164 -2.260 -5.827 -1.1839
C -2.704 -0.942 -5.202 -0.2505
Cl -1.322 -1.225 -4.070 -0.2932
C -6.480 -3.632 -3.116 0.0311
O -6.947 -4.659 -2.529 -0.8122
O -7.132 -2.865 -3.842 -0.6558
H -2.152 0.635 0.355 0.3511
H -2.050 0.538 -1.372 0.1090
H -1.353 1.927 -0.604 0.4478
H 0.590 0.813 -0.234 0.1596
H 0.019 -0.357 -1.391 0.0922
H -0.036 -2.862 0.967 0.4120
H 0.106 -2.393 -0.709 0.2412
H -2.257 -1.764 -0.780 -0.6106
H -2.416 -2.066 0.960 0.3898
H -2.944 -4.280 0.518 0.3373
H -1.397 -4.418 -0.258 0.5171
H -2.447 -4.883 -2.130 0.5635
H -2.565 -3.167 -2.277 -0.1292
H -4.949 -4.020 -0.834 0.3956
H -4.641 -5.200 -2.088 0.6502
H -5.415 -1.186 -3.189 1.0336
H -3.791 -1.496 -2.658 -1.0024
H -4.677 -2.081 -0.362 0.0338
H -5.006 -0.457 -0.869 0.6221
H -6.882 -1.536 0.250 0.6152
H -7.046 -2.723 -0.989 0.4225
H -8.967 -2.173 -2.034 0.3515
H -4.592 -4.578 -4.333 0.4229
H -5.260 -2.058 -5.135 0.2582
H -4.884 -3.455 -6.083 0.4167
H -2.417 -2.992 -5.549 0.3960
H -3.127 -2.221 -6.911 0.4883
H -2.287 -0.321 -5.977 0.4765
H -3.508 -0.448 -4.679 0.2091
C -0.947 5.909 -5.240 -1.1981
C -0.750 5.329 -3.855 -0.0284
O -0.597 3.904 -3.888 -0.2558
C 0.581 3.458 -4.312 0.6643
O 1.521 4.134 -4.650 -0.5747
O 0.543 2.130 -4.307 -0.0962
C 1.718 1.509 -4.830 -0.6989
H -1.786 5.424 -5.739 0.3041
H -1.143 6.980 -5.179 0.3895
H -0.066 5.757 -5.861 0.3075
H -1.634 5.514 -3.249 0.3978
H 0.100 5.784 -3.345 -0.0485
H 2.611 1.864 -4.318 0.2318
H 1.795 1.697 -5.900 0.3323
H 1.616 0.440 -4.666 0.1907
C 0.354 0.349 4.007 -1.0312
C 0.887 -1.054 3.828 0.0942
O 1.837 -1.404 4.854 -0.3827
C 1.363 -1.694 6.059 0.6885
O 0.211 -1.727 6.401 -0.5566
O 2.422 -1.929 6.844 -0.2977
C 2.115 -2.173 8.216 -0.6812
H 1.176 1.065 4.062 0.2340
H -0.291 0.613 3.170 0.2648
H -0.220 0.441 4.929 0.3422
H 1.431 -1.120 2.889 0.1908
H 0.082 -1.788 3.791 0.3248
H 1.400 -2.986 8.319 0.2961
H 1.726 -1.268 8.681 0.3079
H 3.045 -2.451 8.702 0.2143
C 2.424 5.122 -1.313 -0.2653
C 3.039 3.758 -1.537 0.3228
O 4.134 3.506 -0.642 -0.3960
C 3.788 3.222 0.609 0.7697
O 2.667 3.145 1.036 -0.5669
O 4.903 3.042 1.323 -0.3802
C 4.653 2.820 2.710 -0.4964
H 3.187 5.899 -1.381 0.3231
H 1.653 5.316 -2.058 -0.4234
H 1.973 5.194 -0.324 0.3221
H 3.461 3.704 -2.539 0.2530
H 2.296 2.964 -1.451 -0.0630
H 3.959 1.994 2.857 0.1776
H 4.264 3.728 3.167 0.3324
H 5.603 2.574 3.178 0.1877
C 10.813 0.814 5.769 -1.0953
C 10.029 0.920 7.060 -0.1875
O 8.694 1.393 6.839 -0.3701
C 7.849 0.501 6.320 0.7626
O 8.105 -0.641 6.046 -0.5522
O 6.672 1.099 6.152 -0.3395
C 5.682 0.284 5.516 -0.6196
H 10.805 1.768 5.240 0.2912
H 11.846 0.532 5.973 0.3493
H 10.380 0.069 5.104 0.3178
H 10.495 1.654 7.715 0.2899
H 10.005 -0.030 7.594 0.3137
H 5.553 -0.661 6.038 0.3523
H 5.958 0.105 4.477 0.2955
H 4.742 0.827 5.538 0.1886
```

total charge	-1
multiplicity	1
largest force on an atom	1.9	eV Å⁻¹
LUMO energy	1.7	eV
Kohn-Sham gap	6.6	eV



2.
DFT (wB97M-V/def2-TZVPD) results for a 3-piece molecular cluster, C31H61F6N6O8P2S2 overall.

```
116
Properties=species:S:1:pos:R:3:mulliken_charge:R:1
C 6.125 1.330 -0.858 -1.1566
C 5.230 1.654 -2.060 -0.2854
S 3.661 0.768 -2.197 0.0257
C 2.910 0.922 -0.547 -2.5065
C 1.600 1.733 -0.276 1.9016
C 2.011 3.188 0.039 -2.3503
C 2.755 4.017 -1.019 0.1726
C 4.087 4.568 -0.529 -1.8153
F 1.948 5.131 -1.320 -0.3621
C 1.085 1.139 1.093 -3.0063
C -0.435 1.106 1.347 1.7911
C -1.151 -0.225 1.195 -1.2778
S -0.642 -1.650 2.170 1.2736
O 0.761 -1.890 2.067 -0.6274
O -1.590 -2.652 1.767 -0.6980
P -0.587 1.592 3.148 0.1366
N 0.489 0.976 4.056 -0.6939
O -2.133 1.335 3.485 -0.5104
O -0.444 3.186 2.984 -0.5168
N -1.082 2.250 0.553 1.2515
N -2.399 2.592 0.947 -0.1525
C -0.892 2.352 -0.968 1.5638
C -2.143 1.937 -1.804 -0.6394
C -3.231 0.915 -1.409 -1.2083
C -4.592 1.550 -1.079 -1.4411
C -5.256 2.247 -2.266 0.7142
F -6.576 1.926 -2.291 -0.3543
F -4.723 1.812 -3.441 -0.3027
C -5.170 3.828 -2.263 0.7619
F -4.497 4.270 -3.343 -0.2466
F -6.392 4.379 -2.254 -0.2863
F -4.504 4.262 -1.165 -0.2428
C -0.814 3.889 -1.221 0.6464
C -0.831 4.859 -0.217 -0.1497
C -0.829 6.213 -0.510 -1.2040
C -0.829 6.638 -1.820 -0.8341
C -0.847 5.694 -2.827 -1.1642
C -0.845 4.345 -2.529 0.2499
C 0.481 1.600 -1.372 -0.4304
O 0.966 2.318 -2.495 -0.4089
P 0.592 -0.210 -2.182 -0.3018
N 1.032 -1.303 -0.982 -0.1867
O -0.972 -0.706 -2.366 -0.5538
H 6.943 0.680 -1.161 0.3375
H 5.601 0.817 -0.057 0.3382
H 6.577 2.239 -0.464 0.2913
H 5.738 1.350 -2.975 0.5933
H 5.073 2.725 -2.157 0.1808
H 3.676 1.356 0.096 0.5613
H 2.793 -0.088 -0.183 0.5248
H 1.186 3.810 0.380 0.5173
H 2.670 3.112 0.908 1.1222
H 2.857 3.488 -1.960 0.3670
H 4.565 3.915 0.198 0.3109
H 3.893 5.530 -0.054 0.4470
H 4.763 4.757 -1.359 0.4272
H 1.452 0.130 1.242 0.3281
H 1.547 1.740 1.875 1.3002
H -2.200 -0.128 1.478 0.9058
H -1.171 -0.600 0.178 -0.1288
H -0.961 -1.277 3.425 0.1324
H 0.187 0.437 4.856 0.2802
H -2.264 1.215 4.437 0.4296
H 0.275 3.493 3.558 0.3935
H -0.488 3.019 0.877 -0.2145
H -2.400 3.346 1.615 0.2986
H -2.926 1.783 1.229 0.2443
H -2.677 2.853 -2.028 0.3264
H -1.732 1.627 -2.762 0.8175
H -2.976 0.228 -0.617 0.0132
H -3.405 0.278 -2.269 0.8177
H -4.537 2.234 -0.242 0.2497
H -5.271 0.746 -0.792 0.6327
H -0.842 4.630 0.841 0.1808
H -0.824 6.932 0.297 0.5033
H -0.820 7.694 -2.044 0.4784
H -0.859 6.004 -3.862 0.5115
H -0.880 3.653 -3.356 0.3073
H 0.550 2.019 -3.311 0.7107
H 0.317 -1.980 -0.757 0.2654
H 1.890 -1.793 -1.224 0.2120
H -1.127 -0.919 -3.292 0.4079
C 5.476 -4.237 -1.334 -1.3713
C 4.143 -4.975 -1.336 0.0685
C 4.015 -6.042 -2.428 -0.6755
O 3.784 -5.527 -3.723 -0.3695
C 4.937 -5.133 -4.443 -0.6073
N 3.054 -3.993 -1.402 -0.4714
H 5.538 -3.518 -2.151 0.2439
H 5.595 -3.684 -0.403 0.3372
H 6.312 -4.933 -1.426 0.3662
H 4.052 -5.498 -0.380 0.3773
H 3.143 -6.661 -2.202 0.3384
H 4.893 -6.701 -2.432 0.4084
H 5.784 -5.789 -4.223 0.3015
H 5.223 -4.100 -4.231 0.2027
H 4.699 -5.213 -5.503 0.2623
H 2.159 -4.460 -1.292 0.2341
H 3.040 -3.634 -2.355 0.3292
C -4.685 -6.535 3.422 -1.3502
C -5.314 -5.531 4.382 0.3289
C -4.542 -4.209 4.487 -0.5379
O -3.358 -4.270 5.260 -0.4245
C -2.214 -4.743 4.575 -0.4887
N -5.517 -6.176 5.679 -0.7088
H -3.803 -7.005 3.856 0.2654
H -5.396 -7.328 3.198 0.3494
H -4.394 -6.060 2.483 0.3252
H -6.303 -5.273 3.990 0.3860
H -5.181 -3.481 4.995 0.3765
H -4.316 -3.814 3.486 0.2534
H -2.218 -4.415 3.531 0.1690
H -2.127 -5.831 4.612 0.2579
H -1.340 -4.323 5.076 0.2654
H -6.045 -5.564 6.293 0.2661
H -4.613 -6.283 6.130 0.2949
```

total charge	+1
multiplicity	1
largest force on an atom	0.9	eV Å⁻¹
LUMO energy	-2.6	eV
Kohn-Sham gap	8.0	eV